{
  "formula": "C2H4NOP",
  "method": "ωB97M-V/def2-TZVPD",
  "total_charge": 0,
  "homo_energy_ev": -9.6244,
  "gap_ev": 10.50,
  "total_energy_ha": -549.88867,
  "e_above_lowest_kcal_mol": 32.6,
  "molar_mass_g_mol": 89.0,
  "species": ["C", "C", "N", "O", "P", "H", "H", "H", "H"],
  "xyz": [[-0.884, -0.630, 0.007], [-1.690, 0.395, 0.002], [0.152, -1.329, -0.031], [1.064, 1.112, 0.029], [1.407, -0.282, -0.004], [-2.268, 0.527, -0.931], [-1.746, 0.835, 1.002], [2.370, -0.846, -0.874], [1.676, -0.786, 1.287]],
  "atomic_forces_ev_per_a": [[1.17, -0.51, -0.67], [-0.50, -1.29, 0.02], [-3.59, -0.72, -0.74], [0.40, 2.64, -0.81], [2.00, -1.70, 2.00], [0.18, 0.53, 1.01], [-0.67, 0.38, -0.67], [-0.20, 0.38, -0.02], [1.24, 0.29, -0.12]],
  "lowdin_charge": [-0.275, 0.014, -0.111, -0.382, 0.547, 0.085, 0.085, 0.015, 0.021]
}